ORCA calculation (wB97M-V/def2-TZVPD) on a cluster of 3 separate species, C60H61IN4O5S in total at a distorted geometry.

Each line ends with the Mulliken charge.
Positions of all 132 atoms, in Å:
C 0.1203 2.4015 0.3490  -0.697
C 1.6780 2.2836 0.6019  1.045
C 2.4924 3.6401 0.5127  -1.177
C 2.2360 1.0707 0.9123  -1.389
C 1.8421 -0.3102 0.3047  0.568
C 2.9016 -0.8445 -0.7778  -1.191
C 2.2311 -1.0878 -2.2115  0.009
C 0.9650 -2.0544 -2.1237  -0.940
C 1.6991 0.3178 -2.6854  0.631
C 1.0395 0.3287 -4.1305  -1.620
C -0.3182 1.1303 -4.1260  0.275
C -1.5624 0.4465 -4.5004  0.602
N -1.4236 -0.9488 -4.9005  -0.470
C -2.9061 1.1428 -4.5074  1.117
C -4.2689 0.4915 -4.9226  -0.833
C -4.4589 -1.0189 -4.5108  -0.219
C -5.9458 -1.4343 -4.8666  -1.224
I -7.3845 -0.8296 -3.3590  0.007
C -2.8965 2.5637 -4.1202  -0.241
C -4.2370 3.4094 -4.1327  -1.631
O -5.1382 3.0956 -3.0449  -0.596
C -4.4920 2.8876 -1.8182  0.002
C -4.3816 1.4760 -1.3798  0.580
C -3.7730 1.0970 -0.1003  0.547
C -3.6654 -0.3638 0.4426  -0.954
C -3.2541 2.2093 0.7290  -1.074
C -3.3535 3.6261 0.3034  -0.570
C -3.9885 4.0048 -0.9841  0.347
C -4.1245 5.5048 -1.3959  1.362
C -3.2540 6.4554 -0.4692  -1.924
C -5.6713 5.9321 -1.2733  -1.256
C -1.6210 3.2750 -3.7385  -0.125
N -1.7345 4.6227 -3.4062  -0.310
C -0.5506 5.2163 -3.1152  0.140
N -0.5238 6.6162 -2.7929  -0.573
C 0.7437 4.4648 -3.1611  -0.066
S 2.2692 5.4246 -2.7465  -0.193
N 0.9250 3.1519 -3.4442  -0.319
C -0.3170 2.5912 -3.7369  0.710
H -0.2456 1.7318 -0.4803  0.081
H -0.3691 2.0219 1.2950  0.309
H -0.2263 3.4627 0.2280  0.187
H 3.4971 3.5025 0.0331  0.317
H 2.5874 4.0718 1.5540  0.330
H 1.8447 4.3593 -0.0602  0.122
H 3.0327 1.0628 1.7088  0.389
H 1.7786 -1.1261 1.0912  0.405
H 0.8136 -0.2333 -0.1496  -0.310
H 3.5087 -1.7178 -0.4252  0.418
H 3.6195 0.0194 -0.9356  0.498
H 3.0081 -1.4937 -2.9109  0.445
H 0.7371 -2.4417 -3.1573  0.440
H 1.1272 -2.8684 -1.3711  0.431
H 0.0974 -1.3982 -1.8151  -0.067
H 2.6015 1.0011 -2.7414  0.304
H 0.9852 0.8137 -1.9795  -1.014
H 1.7162 0.8617 -4.8664  0.350
H 0.9194 -0.7114 -4.5202  0.548
H -1.8784 -1.5528 -4.2105  0.076
H -1.8879 -1.1078 -5.7993  0.356
H -4.4267 0.6858 -6.0254  0.456
H -5.0958 1.0659 -4.4015  0.255
H -4.1766 -1.2351 -3.4484  0.098
H -3.8062 -1.6496 -5.1869  0.331
H -6.2107 -0.9180 -5.8369  0.397
H -6.0383 -2.5361 -5.0928  0.511
H -4.0474 4.5094 -4.2212  0.312
H -4.7701 3.0878 -5.0769  0.567
H -4.7826 0.6786 -2.0510  0.041
H -4.7132 -0.6792 0.7277  0.366
H -3.0755 -0.3671 1.4057  0.304
H -3.2952 -1.1111 -0.3047  -0.036
H -2.7977 1.9645 1.7157  0.205
H -2.9182 4.3659 1.0159  0.313
H -3.8446 5.7119 -2.4640  0.122
H -3.6467 6.5109 0.5855  0.461
H -3.1663 7.5003 -0.8896  0.347
H -2.2173 6.0121 -0.3827  0.394
H -5.7155 6.8945 -0.6779  0.413
H -6.3072 5.1500 -0.7888  0.268
H -6.0912 6.1893 -2.2913  0.254
H -0.1192 7.0992 -3.6013  0.287
H -1.4653 6.9765 -2.6266  0.263
H 2.9586 5.5047 -3.9376  0.166
O -0.7092 -3.5419 3.3149  -0.696
C -1.1376 -4.6290 2.9752  0.376
C -1.6621 -4.8384 1.6025  0.216
C -1.6431 -3.7853 0.6922  -0.615
C -2.0941 -3.9822 -0.6049  -0.384
C -2.5650 -5.2315 -0.9994  -0.843
C -2.6023 -6.2791 -0.0902  -0.725
C -2.1570 -6.0846 1.2145  0.359
C -2.2175 -7.2067 2.1837  0.571
O -2.6984 -8.2762 1.8614  -0.673
C -1.6748 -7.0033 3.5497  0.223
C -1.6920 -8.0580 4.4586  -0.576
C -1.1571 -7.8885 5.7275  -0.458
C -0.6023 -6.6650 6.0937  -0.551
C -0.5961 -5.6073 5.1956  -0.514
C -1.1367 -5.7708 3.9228  0.330
H -1.2721 -2.8117 0.9924  0.636
H -2.0734 -3.1613 -1.3133  0.629
H -2.9050 -5.3872 -2.0169  0.448
H -2.9745 -7.2486 -0.3999  0.464
H -2.1183 -9.0135 4.1766  0.466
H -1.1678 -8.7120 6.4323  0.394
H -0.1762 -6.5369 7.0821  0.405
H -0.1658 -4.6563 5.4872  0.473
O 5.6498 0.2715 6.6848  -0.668
C 6.2210 -0.2121 5.7262  0.598
C 7.6476 0.1008 5.4609  0.182
C 8.3402 0.9389 6.3309  -0.562
C 9.6840 1.2059 6.1132  -0.466
C 10.3425 0.6361 5.0267  -0.462
C 9.6518 -0.1856 4.1478  -0.553
C 8.3014 -0.4509 4.3583  0.223
C 7.5677 -1.3167 3.4020  0.548
O 8.1236 -1.7534 2.4120  -0.670
C 6.1477 -1.6458 3.6780  0.225
C 5.4567 -2.4859 2.8088  -0.620
C 4.1383 -2.8270 3.0749  -0.562
C 3.5050 -2.3297 4.2112  -0.411
C 4.1857 -1.4808 5.0723  -0.817
C 5.5071 -1.1317 4.8064  0.289
H 7.8332 1.3803 7.1809  0.462
H 10.2227 1.8550 6.7941  0.398
H 11.3956 0.8356 4.8649  0.398
H 10.1671 -0.6227 3.3005  0.462
H 5.9473 -2.8785 1.9258  0.480
H 3.6024 -3.4841 2.3991  0.476
H 2.4775 -2.6041 4.4229  0.567
H 3.6865 -1.0944 5.9533  0.467

Results
energy = -98339.6897 eV
HOMO-LUMO gap = 6.8 eV
max |F| = 4.523 eV/A
SMILES = CC(C)=CCC[C@@H](C)CCc1c(N)c(CCCI)c(COc2cc(C)ccc2C(C)C)c2nc(N)c(S)nc12.O=C1c2ccccc2C(=O)c2ccccc21.O=C1c2ccccc2C(=O)c2ccccc21
LUMO level = -1.10 eV